65
Properties=species:S:1:pos:R:3:forces:R:3 method="wB97M-V/def2-TZVPD" lumo_energy_ev="-2.343 / -4.255" spin_multiplicity=6 charge=+1 e_tot_ev=-141461.6060 e_above_lowest_ev=0.000
Ru 0.884 0.293 0.988 -0.83 0.04 1.83
O -2.396 -0.741 3.373 0.04 0.11 -0.25
C -1.831 -0.668 2.324 0.11 -0.47 0.31
O -1.078 -1.295 1.578 0.09 0.14 0.09
C -2.130 0.944 1.524 -0.32 0.31 -0.25
O -3.241 0.990 1.082 0.22 0.00 0.20
O -1.096 1.620 1.568 0.36 -0.13 -0.05
N -0.749 -0.534 7.144 -0.02 -0.03 -0.05
C -0.215 -0.343 5.919 0.06 0.06 -0.09
C -0.148 0.939 5.349 -0.02 -0.04 0.05
C 0.393 1.091 4.099 0.11 -0.01 0.15
N 0.904 0.075 3.384 -0.22 0.06 -0.58
C 0.863 -1.148 3.938 0.06 0.03 0.09
C 0.331 -1.402 5.174 0.00 -0.03 0.06
H -1.290 0.201 7.562 -0.01 0.00 0.05
H -0.927 -1.467 7.471 -0.01 -0.01 0.01
H -0.544 1.793 5.882 0.02 0.03 -0.05
H 0.435 2.071 3.642 -0.07 -0.01 -0.02
H 1.288 -1.955 3.354 -0.08 -0.02 -0.03
H 0.311 -2.413 5.558 0.03 0.00 -0.01
C -3.598 -0.996 -1.588 0.36 0.00 0.05
Si -1.865 -1.559 -2.036 -0.23 -0.45 -0.01
C -1.687 -1.596 -3.914 0.12 0.09 0.35
C -1.384 -3.205 -1.262 -0.06 0.31 -0.05
As -0.219 -0.016 -1.176 -0.19 -0.03 -1.77
Si -0.738 2.196 -2.007 0.27 0.32 -0.13
C -0.474 2.189 -3.875 -0.07 -0.05 0.32
C -2.478 2.731 -1.560 0.23 -0.28 0.05
C 0.522 3.306 -1.141 -0.17 -0.17 -0.16
Si 1.827 -0.792 -2.220 0.27 0.07 -0.11
C 1.764 -1.165 -4.064 -0.14 0.03 0.24
C 3.092 0.595 -1.952 -0.26 -0.23 -0.01
C 2.257 -2.363 -1.246 -0.07 0.28 -0.10
H -4.273 -1.855 -1.618 0.05 -0.05 -0.05
H -3.966 -0.260 -2.304 0.02 0.01 0.01
H -3.651 -0.565 -0.590 -0.04 0.01 0.02
H -2.525 -2.157 -4.334 -0.05 0.00 0.06
H -0.768 -2.085 -4.233 -0.08 0.03 0.01
H -1.710 -0.593 -4.344 -0.01 -0.02 -0.01
H -2.165 -3.950 -1.425 -0.02 0.02 -0.05
H -1.249 -3.084 -0.186 -0.02 -0.03 -0.01
H -0.457 -3.591 -1.690 0.00 0.02 0.00
H -1.306 1.707 -4.390 0.02 -0.01 0.00
H 0.448 1.678 -4.155 0.00 0.04 0.00
H -0.415 3.218 -4.236 -0.01 0.01 0.01
H -3.218 1.945 -1.713 0.00 0.02 -0.01
H -2.761 3.589 -2.174 0.08 0.00 -0.05
H -2.528 3.030 -0.513 -0.01 -0.03 0.02
H 1.519 3.232 -1.579 -0.01 -0.05 0.01
H 0.576 3.038 -0.085 -0.02 0.05 0.04
H 0.210 4.351 -1.190 -0.03 0.00 -0.06
H 1.218 -0.407 -4.626 0.02 -0.03 -0.01
H 1.308 -2.135 -4.266 0.04 0.03 0.01
H 2.786 -1.198 -4.450 0.04 0.02 0.06
H 2.959 1.378 -2.701 -0.03 0.01 0.00
H 4.113 0.217 -2.045 -0.02 -0.06 -0.02
H 2.987 1.057 -0.970 0.07 0.06 0.03
H 2.069 -3.256 -1.842 -0.07 0.02 -0.01
H 1.656 -2.435 -0.336 0.03 -0.09 0.00
H 3.311 -2.381 -0.963 0.02 0.05 -0.03
Cl 2.745 2.092 1.720 0.18 0.34 -0.08
C 3.965 0.854 2.088 -0.05 -0.04 0.07
Cl 3.333 -0.727 1.591 0.41 -0.25 -0.11
H 4.142 0.845 3.156 -0.07 -0.02 0.02
H 4.867 1.069 1.527 -0.03 0.00 -0.05